This record from OMol25 describes a structure of composition C37H86CrF6N6O17S2. The level of theory is wB97M-V/def2-TZVPD.

Summary:
Highest occupied orbital energy (spin up / spin down) (eV): -8.315 / -8.315
Spin multiplicity: 5
Electronic energy (hartree): -5508.8236
Molar mass (Da): 1117.24

Geometry (Å):
Cr: -3.52462 20.18072 12.63357
C: -2.06197 17.18256 10.18377
F: -2.63089 16.37030 11.04914
F: -1.11173 16.56420 9.50215
F: -2.97592 17.62551 9.32746
S: -1.27263 18.67391 10.99628
O: 0.12916 18.51679 11.05863
O: -1.72517 19.78622 10.20561
N: -2.05691 18.74596 12.49116
S: -1.22092 17.83208 13.52820
O: -0.57568 16.72852 12.87793
O: -0.41902 18.55383 14.46978
C: -2.48847 16.96892 14.55586
F: -1.91094 15.94157 15.16603
F: -3.00946 17.80988 15.42926
F: -3.43705 16.43675 13.77307
C: -7.03192 20.11810 14.66721
C: -5.70101 20.18939 13.96808
O: -4.93084 19.18129 13.88785
O: -5.28321 21.26015 13.43101
H: -7.52851 19.19229 14.39027
H: -7.59012 20.97016 14.28034
H: -6.85891 20.23031 15.73562
C: -5.89501 24.42935 14.77907
C: -5.93261 25.91758 14.51921
C: -4.81925 26.65084 15.20038
O: -5.93216 26.21436 13.11889
H: -6.58870 23.93605 14.09626
H: -6.19784 24.14811 15.79006
H: -4.90577 23.98416 14.63881
H: -6.91299 26.23294 14.90741
H: -4.83872 26.51248 16.28769
H: -4.80094 27.73409 15.08899
H: -3.86760 26.21752 14.89026
H: -6.84478 26.30859 12.83904
C: -5.56009 18.09221 17.54637
O: -5.72122 16.74862 17.18852
C: -6.15737 16.56154 15.85580
C: -7.53141 15.91540 15.87673
N: -7.57027 14.54443 16.42333
C: -7.86148 14.48633 17.83844
C: -8.22228 13.09026 18.28965
O: -7.09226 12.25434 18.32016
C: -7.41931 10.89030 18.20853
H: -6.47028 18.67793 17.36759
H: -4.72734 18.59953 17.04368
H: -5.31294 18.11301 18.60861
H: -5.39160 16.07909 15.24628
H: -6.36247 17.50226 15.32538
H: -7.95515 15.81287 14.87198
H: -8.17430 16.55692 16.48256
H: -6.69276 14.06763 16.25078
H: -8.79508 15.03904 18.01397
H: -7.11207 14.92979 18.50466
H: -9.00914 12.70477 17.62431
H: -8.68331 13.14527 19.29048
H: -7.98952 10.71990 17.29012
H: -7.92012 10.54160 19.11949
H: -6.50766 10.29673 18.12388
C: -2.40743 26.03495 12.45958
O: -2.07828 25.10233 11.45059
C: -3.19326 24.35659 11.03096
C: -3.49128 23.14142 11.90630
N: -2.69380 21.94160 11.58375
C: -1.32185 22.05470 12.19308
C: -1.31838 22.13944 13.69737
O: -2.09298 21.08238 14.23911
C: -2.22612 21.18038 15.64879
H: -1.54673 26.58480 12.82592
H: -2.80538 25.49987 13.33580
H: -3.22527 26.67072 12.10772
H: -3.01164 24.03667 10.00120
H: -4.11040 24.95992 11.01154
H: -4.53230 22.89046 11.68994
H: -3.37044 23.39852 12.95173
H: -2.51940 21.79625 10.59508
H: -0.81600 22.94218 11.79259
H: -0.70959 21.23889 11.82123
H: -1.55930 23.11813 14.12804
H: -0.26415 21.99740 13.98613
H: -2.89847 20.35064 15.88021
H: -2.60486 22.15027 15.96258
H: -1.29572 20.88759 16.14440
C: -8.77032 18.90472 11.01799
O: -7.64719 18.11850 10.74536
C: -7.37951 17.17338 11.77097
C: -5.96248 16.67480 11.61264
N: -5.75796 15.73732 10.51002
C: -6.47235 14.48240 10.62878
C: -5.79397 13.48877 11.56186
O: -4.43331 13.41874 11.20942
C: -3.68548 12.62515 12.10346
H: -9.01269 19.46915 10.12302
H: -8.58306 19.54627 11.89665
H: -9.64374 18.29755 11.29860
H: -8.16771 16.42165 11.84082
H: -7.34382 17.75074 12.71581
H: -5.70280 16.15747 12.55622
H: -5.27368 17.50565 11.51172
H: -4.77053 15.51640 10.47331
H: -6.57090 14.02084 9.64276
H: -7.49184 14.63608 10.98694
H: -6.24459 12.49334 11.42018
H: -5.98764 13.74806 12.61344
H: -3.45125 13.18356 13.01586
H: -2.72254 12.38422 11.64690
H: -4.17412 11.66610 12.30134
C: -4.94027 22.74218 17.82517
O: -5.95836 22.02782 18.50823
C: -7.22113 22.11288 17.88017
C: -8.18519 21.24769 18.64774
N: -8.25911 21.68089 20.04732
C: -8.84780 20.61445 20.89097
C: -7.81788 19.82462 21.68582
O: -6.89043 20.69047 22.26896
C: -5.69427 20.04477 22.64482
H: -5.01540 22.57582 16.74676
H: -3.99279 22.40639 18.23794
H: -5.06705 23.80475 18.06960
H: -7.12929 21.82109 16.82288
H: -7.59924 23.14925 17.90134
H: -7.93429 20.17978 18.53935
H: -9.16052 21.36332 18.15604
H: -7.27932 21.69250 20.32951
H: -9.50832 19.96706 20.31263
H: -9.50324 21.11858 21.61245
H: -7.32742 19.10216 21.00941
H: -8.36591 19.19805 22.40542
H: -5.21136 20.66124 23.40080
H: -4.97940 20.00842 21.80690
H: -5.85004 19.01363 22.96553
C: -9.65550 23.53320 15.19940
O: -9.79458 22.15064 14.94851
C: -10.52419 21.49190 15.97890
C: -10.39904 19.99746 15.81043
N: -10.97023 19.59407 14.51751
C: -10.69551 18.21120 14.12711
C: -11.27440 17.14948 15.03606
O: -10.90762 15.90146 14.51820
C: -11.24163 14.83304 15.39700
H: -9.36416 23.98667 14.25427
H: -8.93955 23.70928 16.00637
H: -10.62308 23.98117 15.45993
H: -11.58816 21.74968 15.95471
H: -10.06132 21.78540 16.93053
H: -10.96300 19.52247 16.61872
H: -9.35981 19.64607 15.90444
H: -10.41274 20.15096 13.87084
H: -9.62016 18.01397 13.98141
H: -11.17741 18.03910 13.16047
H: -12.37147 17.25492 15.06593
H: -10.93750 17.26833 16.08004
H: -12.33573 14.81707 15.43750
H: -10.72520 14.92279 16.35548
H: -10.90276 13.91352 14.92320